(1)
13
Properties=species:S:1:pos:R:3 method="wB97M-V/def2-TZVPD" molar_mass_g_mol=85.11 total_charge=0 smiles="C[C@H]1CN=CO1" spin_multiplicity=1 total_energy_ha=-286.48903 homo_energy_ev=-8.47
C -1.5222 0.1477 -0.0862
C -0.1369 0.3553 -0.7861
C 0.5300 0.3856 0.9493
N 1.5443 -0.5841 0.7364
C 1.5135 -1.0312 -0.4311
O 0.5940 -0.6435 -1.3194
H -2.0863 0.4224 -0.9842
H -1.7423 -0.8932 0.1258
H -1.9962 0.7089 0.7178
H 0.1632 1.3688 -1.0137
H 0.9669 1.3786 1.0768
H -0.0063 0.1515 1.8694
H 2.1881 -1.7727 -0.8348

=====

(2)
137
Properties=species:S:1:pos:R:3 method="wB97M-V/def2-TZVPD" molar_mass_g_mol=814.10 total_charge=-1 spin_multiplicity=1 total_energy_ha=-2720.42299 homo_energy_ev=-4.03
C 0.4004 -0.9200 -1.0080
C -0.4930 -0.0366 -0.1187
C -0.2798 -0.3976 1.3700
C 0.8688 0.3315 2.0249
C 0.9300 1.8153 1.7063
C 0.8567 2.1113 0.1892
N -0.2795 1.3641 -0.3222
O -0.5549 1.7246 -1.6659
C 2.2144 1.6603 -0.3812
C 0.6920 3.6030 -0.0058
C -1.9156 -0.4712 -0.4357
H 0.0309 -0.8075 -2.0371
H 0.3568 -2.0066 -0.9133
H 1.4679 -0.7054 -1.0468
H -0.1725 -1.4721 1.5250
H -1.1950 -0.0400 1.8527
H 1.8629 -0.1240 1.9921
H 0.6955 0.3458 3.1134
H 1.8715 2.2474 2.0648
H 0.1164 2.3651 2.1873
H 2.0819 1.4200 -1.4416
H 2.4995 0.7021 0.0548
H 3.0030 2.4137 -0.3726
H -0.1763 4.0164 0.5173
H 0.6126 3.8977 -1.0487
H 1.5707 4.0317 0.4832
H -2.1338 -0.2211 -1.4729
H -2.6670 0.0793 0.1433
H -2.0891 -1.5374 -0.2819
C -1.0490 -4.6636 -0.1291
C -1.3340 -4.6963 -1.6066
O -2.1877 -5.4777 -2.0427
N -0.6740 -3.8039 -2.3830
C -0.9239 -3.6645 -3.8047
H -0.8946 -5.6656 0.2653
H -1.9469 -4.3095 0.3836
H -0.2340 -3.9919 0.1430
H 0.1940 -3.4745 -2.0020
H -1.3681 -2.6886 -4.0127
H -1.6280 -4.4128 -4.1582
H -0.0004 -3.7831 -4.3706
C -5.7474 -0.8082 6.8954
C -4.5823 -0.9588 5.9324
O -3.9828 -2.0149 5.8708
N -4.2261 0.1338 5.2204
C -3.0840 0.1540 4.3285
H -6.5816 -0.2412 6.4838
H -5.3446 -0.3259 7.7866
H -6.0821 -1.8147 7.1206
H -4.6353 1.0254 5.4364
H -3.4265 -0.0801 3.3201
H -2.3158 -0.5596 4.6331
H -2.4909 1.0702 4.3346
C 1.8861 5.3321 3.0696
C 3.2706 4.8657 3.4324
O 4.2257 4.9861 2.6868
N 3.3873 4.2946 4.6598
C 4.6239 3.7582 5.2020
H 1.6334 6.1738 3.7250
H 1.1175 4.5727 3.2193
H 1.8096 5.6869 2.0487
H 2.6096 4.4023 5.2879
H 5.2650 4.5787 5.5345
H 5.1460 3.2360 4.3997
H 4.4318 3.0389 5.9917
C 2.1786 1.0158 -3.9766
C 1.9423 2.4508 -4.4053
O 2.5445 2.9231 -5.3686
N 0.9937 3.1267 -3.7275
C 0.6094 4.4485 -4.1575
H 2.4287 0.4590 -4.8797
H 1.2666 0.6152 -3.5307
H 3.0384 0.9114 -3.3159
H 0.5249 2.7625 -2.8898
H 0.3773 5.0770 -3.3005
H -0.1854 4.3750 -4.9009
H 1.3721 4.9820 -4.7271
C 3.3797 -3.1981 2.1360
C 4.3103 -2.9512 3.3093
O 4.0033 -3.1957 4.4639
N 5.5131 -2.4027 2.9990
C 6.5200 -2.0872 4.0048
H 3.0921 -4.2437 2.2211
H 3.8318 -2.8787 1.2034
H 2.4942 -2.6045 2.3717
H 5.7897 -2.2756 2.0432
H 6.8944 -2.9787 4.5031
H 6.0491 -1.4188 4.7259
H 7.3206 -1.5386 3.5146
C -5.0082 -4.2172 -1.0706
C -5.6070 -4.6907 -2.3748
O -6.8053 -4.5362 -2.6042
N -4.7369 -5.1384 -3.2996
C -5.1137 -5.5181 -4.6439
H -4.3599 -3.3461 -1.1651
H -4.4715 -5.0367 -0.5857
H -5.8097 -3.9328 -0.3920
H -3.7566 -5.2680 -3.0622
H -4.8539 -6.5507 -4.8696
H -4.6851 -4.8055 -5.3505
H -6.1971 -5.4196 -4.7154
C -3.2944 4.2804 -1.7175
C -3.3673 4.2694 -0.2140
O -3.8722 5.1500 0.4674
N -2.7995 3.1556 0.3058
C -2.6158 2.8895 1.7083
H -3.8074 5.1487 -2.1231
H -3.8014 3.3870 -2.0905
H -2.2777 4.2006 -2.1059
H -2.1828 2.6400 -0.3221
H -1.9558 3.6115 2.1995
H -2.3273 1.8648 1.9043
H -3.6098 3.0439 2.1469
C 5.2041 -1.0827 -1.1978
C 6.2025 -2.1876 -1.3825
O 6.1287 -2.9915 -2.2913
N 7.1995 -2.2695 -0.4603
C 8.2240 -3.2973 -0.3962
H 4.3758 -1.4402 -0.5839
H 4.8537 -0.7623 -2.1748
H 5.5899 -0.1935 -0.6940
H 7.2418 -1.5908 0.2806
H 9.2031 -2.8329 -0.5736
H 8.0910 -4.0219 -1.1884
H 8.2787 -3.6317 0.6391
C -2.4998 1.8674 -4.9483
C -3.8234 1.5307 -4.3090
O -4.8926 1.6173 -4.8994
N -3.7149 0.9696 -3.0793
C -4.8692 0.5375 -2.2956
H -1.7037 1.9983 -4.2215
H -2.6232 2.7319 -5.5954
H -2.2816 1.0273 -5.6134
H -2.7993 0.9320 -2.6443
H -4.6332 -0.4475 -1.8903
H -5.7587 0.4570 -2.9082
H -5.0021 1.2618 -1.4881

=====

(3)
20
Properties=species:S:1:pos:R:3 method="wB97M-V/def2-TZVPD" molar_mass_g_mol=133.15 total_charge=0 spin_multiplicity=1 total_energy_ha=-477.39986 homo_energy_ev=-8.84
C -0.5522 0.5533 -0.3694
C -0.6239 -2.6813 -1.0082
C 1.3233 2.0695 0.2497
N -0.0165 1.5988 0.5537
C -0.1319 -0.5702 0.5504
C 0.0915 -0.9277 1.7868
O 0.3765 -1.7363 -0.6410
O -0.9170 2.6730 0.7117
O -0.0304 0.4245 -1.6058
H -1.0592 3.0669 -0.1684
H 0.4125 -0.7535 -1.5102
H -1.6513 0.6595 -0.3381
H -0.8650 -3.3259 -0.1581
H -1.5382 -2.1717 -1.3337
H -0.2476 -3.2870 -1.8355
H 1.6552 2.7218 1.0549
H 1.3509 2.6175 -0.6985
H 1.9757 1.2035 0.1708
H 0.4469 -1.9234 2.0022
H 0.0006 -0.2113 2.5869

=====

(4)
4
Properties=species:S:1:pos:R:3 method="wB97M-V/def2-TZVPD" molar_mass_g_mol=93.54 total_charge=0 spin_multiplicity=1 total_energy_ha=-951.02173 homo_energy_ev="-10.24 / -10.20"
C 1.6887 0.2466 -0.4297
N 2.5903 -0.1713 0.1959
S -1.5483 0.7903 0.0425
Cl -2.7307 -0.8657 0.1913